Entry 1:
DFT (wB97M-V/def2-TZVPD) results for an isolated molecule of C5H8N2 in a non-equilibrium geometry.

Calculated values
Structure (SMILES): Cn1cccc1N
Orbital gap in eV: 8.822
HOMO energy in eV: -7.8
Calculated total energy in eV: -8294.1400

Positions of all 15 atoms, in Å:
C: 1.3457 -0.3967 -1.3291
N: 0.5590 0.0766 -0.2062
C: 1.0140 0.7053 0.9251
C: -0.0628 1.0014 1.7232
C: -1.2261 0.5360 1.0599
C: -0.8014 0.0003 -0.1290
N: -1.4482 -0.9035 -1.0068
H: 0.8162 -1.2248 -1.8047
H: 1.4775 0.3953 -2.0719
H: 2.3275 -0.7335 -0.9857
H: 2.0703 0.8675 1.0707
H: -0.0302 1.4691 2.6951
H: -2.2466 0.5195 1.4259
H: -1.3551 -1.6325 -0.2860
H: -2.4399 -0.6802 -1.0803

---

Entry 2:
DFT (wB97M-V/def2-TZVPD) results for a structure of composition C5H8N2.

Calculated values
Orbital gap in eV: 8.102
HOMO energy in eV: -7.9
Calculated total energy in eV: -8290.1332

Positions of all 15 atoms, in Å:
C: -1.9784 0.3392 -0.0779
N: -1.1958 -0.8456 -0.1172
C: -0.6612 -1.0734 1.1869
N: 0.5106 -0.6028 1.3151
C: 0.7591 0.0204 0.0199
C: 2.1312 0.5763 -0.2175
C: -0.0989 -0.6215 -0.9110
H: -2.0919 0.8274 -1.0455
H: -2.9055 0.2671 0.4956
H: -0.2349 0.9896 0.1803
H: -1.2686 -1.5316 1.9612
H: 2.4378 1.1553 0.6572
H: 2.8571 -0.2276 -0.3673
H: 2.1418 1.2277 -1.0963
H: -0.2867 -0.2759 -1.9218

---

Entry 3:
DFT (wB97M-V/def2-TZVPD) results for an isolated molecule of C5H8N2 in a non-equilibrium geometry.

Calculated values
Orbital gap (spin up / spin down) in eV: 8.753 / 7.000
HOMO energy (spin up / spin down) in eV: -8.4 / -8.1
Calculated total energy in eV: -8290.7713

Positions of all 15 atoms, in Å:
C: 0.0260 -1.0121 2.6514
N: -0.0847 -0.1692 1.4996
C: -0.9234 -0.4526 0.5581
C: -0.8088 0.1000 -0.7180
C: 0.4388 0.7445 -1.0927
C: 0.8142 1.0132 -2.5182
N: 1.0688 1.1368 -0.0849
H: -0.7682 -1.7569 2.6997
H: -0.0255 -0.3932 3.5397
H: 0.9849 -1.5300 2.6908
H: -1.7406 -1.1680 0.7147
H: -1.6852 0.2836 -1.3259
H: 0.0195 1.5862 -2.9946
H: 0.9314 0.0622 -3.0417
H: 1.7528 1.5557 -2.5781

---

Entry 4:
DFT (wB97M-V/def2-TZVPD) results for an isolated molecule of C5H8N2 in a non-equilibrium geometry.

Calculated values
Structure (SMILES): C[C@H]1CN[C@H]1C#N
Orbital gap in eV: 10.778
HOMO energy in eV: -9.8
Calculated total energy in eV: -8293.6716

Positions of all 15 atoms, in Å:
C: -1.0578 1.2139 -0.7012
C: -0.7427 -0.0766 0.0260
C: -0.0057 -1.2507 -0.6598
N: 0.6501 -1.5148 0.6347
C: 0.4202 -0.1306 1.0530
C: 1.5242 0.8153 0.7861
N: 2.4052 1.5641 0.7336
H: -0.1849 1.5995 -1.2380
H: -1.8702 1.0673 -1.4217
H: -1.3805 1.9804 0.0136
H: -1.6326 -0.4647 0.5313
H: 0.6839 -0.8847 -1.4389
H: -0.6023 -2.0831 -1.0535
H: 1.6110 -1.8395 0.6223
H: 0.1822 0.0042 2.1123

---

Entry 5:
DFT (wB97M-V/def2-TZVPD) results for a structure of composition C5H8N2 in a non-equilibrium geometry.

Calculated values
Orbital gap in eV: 8.840
HOMO energy in eV: -7.8
Calculated total energy in eV: -8290.9459

Positions of all 15 atoms, in Å:
C: -1.5074 -2.0050 0.1130
N: -0.7612 -0.5450 -0.4427
C: -1.2329 0.6057 0.1417
C: -0.1785 1.4082 0.4309
C: 1.0092 0.7360 -0.0389
N: 2.3080 1.2255 0.1439
C: 0.6189 -0.4454 -0.5947
H: -1.6135 -1.4620 -0.9340
H: -0.6686 -2.6670 0.3534
H: -1.9961 -1.7583 1.0729
H: -2.2988 0.7332 0.2960
H: -0.2148 2.3580 0.9422
H: 2.3600 2.2313 0.0836
H: 2.9904 0.8058 -0.4713
H: 1.1853 -1.2212 -1.0958

---

Entry 6:
DFT (wB97M-V/def2-TZVPD) results for an isolated molecule of C5H8N2 in a non-equilibrium geometry.

Calculated values
Structure (SMILES): C=C1/C(=N/C)N1C
Orbital gap in eV: 9.668
HOMO energy in eV: -8.8
Calculated total energy in eV: -8289.4783

Positions of all 15 atoms, in Å:
C: -1.7625 2.0571 -0.1290
C: -0.8779 1.1925 0.2685
C: -0.2704 -0.0590 0.6883
N: -1.0412 -1.0133 0.3023
C: -0.4265 -2.2860 -0.0365
N: 0.7198 0.8362 0.6688
C: 1.9488 0.6219 -0.0634
H: -2.7668 1.7339 -0.3875
H: -1.5338 3.1164 -0.1725
H: 0.0302 -2.2565 -1.0312
H: 0.3276 -2.5987 0.6968
H: -1.1969 -3.0605 -0.0327
H: 2.6777 1.3772 0.2392
H: 1.8042 0.7103 -1.1468
H: 2.3678 -0.3714 0.1356

---

Entry 7:
DFT (wB97M-V/def2-TZVPD) results for an isolated molecule of C5H8N2 in a non-equilibrium geometry.

Calculated values
Structure (SMILES): CCn1ccnc1
Orbital gap in eV: 9.459
HOMO energy in eV: -8.6
Calculated total energy in eV: -8293.7543

Positions of all 15 atoms, in Å:
C: 1.5264 0.1040 1.1428
C: 0.7909 0.9767 0.1177
N: -0.3052 0.3100 -0.5557
C: -1.5479 0.1866 -0.0188
C: -2.1305 -0.8862 -0.6121
N: -1.2990 -1.4020 -1.5963
C: -0.2270 -0.6597 -1.5235
H: 2.3248 0.6934 1.6080
H: 0.8629 -0.2465 1.9413
H: 1.9874 -0.7731 0.6761
H: 1.4793 1.3224 -0.6533
H: 0.3599 1.8505 0.6141
H: -1.9460 0.7805 0.7888
H: -2.5489 -1.4720 0.1834
H: 0.6728 -0.7844 -2.1126

---

Entry 8:
DFT (wB97M-V/def2-TZVPD) results for an isolated molecule of C5H8N2.

Calculated values
Orbital gap in eV: 8.203
HOMO energy in eV: -8.6
Calculated total energy in eV: -8290.2239

Positions of all 15 atoms, in Å:
C: 1.7722 -0.2817 -0.7051
C: 1.0892 0.6041 0.2598
C: -0.1859 1.2063 -0.2924
N: -1.1940 0.9391 0.7413
C: -0.9121 -0.4141 1.1886
C: -1.2052 -1.4666 0.1934
N: -1.3939 -2.2359 -0.6490
H: 1.1198 -1.1071 -1.0477
H: 1.9617 0.3174 -1.6104
H: 2.7121 -0.6915 -0.3276
H: 0.2039 -0.3567 1.3673
H: -0.4981 0.8222 -1.2840
H: 0.0082 2.2850 -0.3848
H: -2.1420 1.0443 0.3887
H: -1.3358 -0.6650 2.1620

---

Entry 9:
DFT (wB97M-V/def2-TZVPD) results for an isolated molecule of C5H8N2 in a non-equilibrium geometry.

Calculated values
Orbital gap in eV: 8.251
HOMO energy in eV: -7.7
Calculated total energy in eV: -8290.6040

Positions of all 15 atoms, in Å:
C: 1.1650 -0.4544 -0.8557
C: -0.8090 1.0243 -1.1847
C: -1.4278 -0.2914 -0.8786
N: -0.1077 -0.0030 -0.2654
C: -0.1758 0.0501 1.2071
C: 1.0855 0.4703 1.8272
N: 2.0838 0.7480 2.3393
H: 0.9630 -0.8985 -1.8296
H: 1.6907 -1.1654 -0.2113
H: 1.7725 0.4390 -1.0121
H: -1.2035 1.7897 -0.5036
H: -2.2000 -0.4401 -0.1127
H: -1.4267 -1.1002 -1.6125
H: -0.9646 0.7608 1.4692
H: -0.4455 -0.9290 1.6237

---

Entry 10:
DFT (wB97M-V/def2-TZVPD) results for an isolated molecule of C5H8N2 in a non-equilibrium geometry.

Calculated values
Structure (SMILES): C=C[C@H]1CN1N=C
Orbital gap in eV: 10.070
HOMO energy in eV: -9.0
Calculated total energy in eV: -8288.9474

Positions of all 15 atoms, in Å:
C: -0.1989 2.3743 0.8300
C: -1.1436 1.3322 0.8102
C: -0.7176 0.0560 0.2201
C: -0.3270 -0.1601 -1.1269
N: 0.7608 -0.1167 -0.0635
N: 1.1182 -1.3963 0.4125
C: 1.3763 -2.3851 -0.4255
H: 0.9883 2.5008 0.4814
H: -0.6707 3.2431 1.2015
H: -2.2026 1.5780 1.5656
H: -1.0273 -0.8438 0.6996
H: -0.5648 -1.1582 -1.5666
H: -0.2769 0.8355 -1.7918
H: 1.4276 -2.4749 -1.5204
H: 1.4582 -3.3847 0.2738

---

Entry 11:
DFT (wB97M-V/def2-TZVPD) results for an isolated molecule of C5H8N2.

Calculated values
Structure (SMILES): Cc1c[nH]c(N)c1
Orbital gap in eV: 8.211
HOMO energy in eV: -7.2
Calculated total energy in eV: -8294.4949

Positions of all 15 atoms, in Å:
C: -2.3562 -0.2221 0.0842
C: -0.9178 0.2035 -0.0123
C: -0.3246 1.3759 -0.4049
N: 1.0918 1.1780 -0.3032
C: 1.3113 -0.1127 0.0929
N: 2.5396 -0.7548 0.2953
C: 0.1087 -0.7136 0.3140
H: -2.5690 -0.9723 -0.6919
H: -2.5137 -0.7197 1.0495
H: -3.0926 0.5819 -0.0153
H: -0.8382 2.3355 -0.4327
H: 1.8651 1.7397 -0.6422
H: 2.3850 -1.7500 0.1857
H: 3.3355 -0.4742 -0.2575
H: -0.0248 -1.6951 0.7383

---

Entry 12:
DFT (wB97M-V/def2-TZVPD) results for an isolated molecule of C5H8N2 in a non-equilibrium geometry.

Calculated values
Structure (SMILES): N#C[C@H](N)C1CC1
Orbital gap in eV: 11.300
HOMO energy in eV: -10.4
Calculated total energy in eV: -8293.6837

Positions of all 15 atoms, in Å:
N: 0.6335 -0.0092 2.8938
C: -0.0116 -0.0012 1.9321
C: -0.7323 0.0038 0.6257
N: -1.8599 -0.9148 0.5448
C: 0.3074 -0.3126 -0.4413
C: 1.4825 0.6056 -0.6089
C: 0.4477 0.5062 -1.6897
H: -1.1067 1.0292 0.4876
H: -2.5651 -0.6604 1.2310
H: -1.5438 -1.8579 0.7649
H: 0.5054 -1.3812 -0.5400
H: 1.5024 1.5032 0.0046
H: 2.4593 0.1573 -0.7548
H: 0.6966 -0.0180 -2.6054
H: -0.2154 1.3502 -1.8445

---

Entry 13:
DFT (wB97M-V/def2-TZVPD) results for an isolated molecule of C5H8N2 in a non-equilibrium geometry.

Calculated values
Orbital gap (spin up / spin down) in eV: 7.240 / 7.168
HOMO energy (spin up / spin down) in eV: -6.5 / -6.4
Calculated total energy in eV: -8292.0999

Positions of all 15 atoms, in Å:
C: -2.0396 -0.2715 -0.4466
C: -1.1135 -0.0594 0.6866
N: 0.1909 0.1136 0.5185
C: 0.8987 -0.4285 -0.6400
C: 2.2682 0.1246 -0.4723
N: 2.3244 0.8198 0.6174
C: 1.1018 0.8150 1.2256
H: -3.1060 -0.3768 -0.2167
H: -1.9950 0.5750 -1.1499
H: -1.7371 -1.1767 -0.9709
H: 0.3463 -0.0736 -1.5209
H: -1.5684 0.1623 1.6300
H: 0.8624 -1.5208 -0.6448
H: 3.0765 -0.0358 -1.1806
H: 0.8130 1.3215 2.1317

---

Entry 14:
DFT (wB97M-V/def2-TZVPD) results for an isolated molecule of C5H8N2.

Calculated values
Structure (SMILES): C/N=C/C1=N[C@@H]1C
Orbital gap in eV: 9.884
HOMO energy in eV: -9.6
Calculated total energy in eV: -8292.2772

Positions of all 15 atoms, in Å:
C: -0.7533 -2.0024 1.9288
N: -0.2534 -1.0268 0.9951
C: -0.3967 -1.2178 -0.2487
C: -0.0367 -0.0832 -1.0984
N: 0.1409 0.3163 -2.2771
C: 0.0145 1.3562 -1.1407
C: 1.2014 2.2226 -0.7994
H: -1.4435 -2.7354 1.4865
H: -1.2684 -1.4479 2.7191
H: 0.0887 -2.5246 2.3939
H: -0.8636 -2.1081 -0.6988
H: -0.9412 1.8876 -1.1008
H: 2.1379 1.7049 -1.0220
H: 1.1631 3.1423 -1.3951
H: 1.2104 2.5163 0.2576

---

Entry 15:
DFT (wB97M-V/def2-TZVPD) results for an isolated molecule of C5H8N2 in a non-equilibrium geometry.

Calculated values
Structure (SMILES): C[C@H]1CN1CC#N
Orbital gap in eV: 10.765
HOMO energy in eV: -9.9
Calculated total energy in eV: -8293.3052

Positions of all 15 atoms, in Å:
C: 0.4409 2.0098 -0.0884
C: -0.1780 0.6665 -0.3842
C: 0.3705 -0.2591 -1.4071
N: 0.5879 -0.5048 0.0186
C: -0.1649 -1.6211 0.5764
C: -0.6973 -1.3982 1.9469
N: -1.2492 -1.2834 2.9594
H: 1.5225 1.9697 -0.2501
H: 0.2636 2.3013 0.9526
H: 0.0192 2.7844 -0.7380
H: -1.2598 0.6098 -0.2305
H: -0.3377 -0.9083 -1.9256
H: 1.2604 0.0019 -1.9803
H: -1.0591 -1.8596 -0.0178
H: 0.4810 -2.5090 0.5683

---

Entry 16:
DFT (wB97M-V/def2-TZVPD) results for an isolated molecule of C5H8N2 in a non-equilibrium geometry.

Calculated values
Structure (SMILES): C=C1CN=N[C@H]1C
Orbital gap in eV: 9.906
HOMO energy in eV: -9.0
Calculated total energy in eV: -8292.0893

Positions of all 15 atoms, in Å:
C: 0.1181 -1.8374 0.2505
C: -0.3585 -0.6398 0.1089
C: -1.6487 0.0075 0.6279
N: -1.7172 1.2160 -0.1796
N: -0.7779 1.3706 -0.9144
C: 0.2695 0.4237 -0.7054
C: 1.4955 1.0593 -0.0951
H: 0.9303 -2.3203 -0.3309
H: -0.5071 -2.6303 0.7823
H: -2.6045 -0.3847 0.4603
H: -1.4256 0.1430 1.7136
H: 0.6397 -0.0425 -1.6942
H: 1.3190 1.8931 0.7058
H: 2.1455 1.4425 -1.0053
H: 2.1219 0.2992 0.2755

---

Entry 17:
DFT (wB97M-V/def2-TZVPD) results for an isolated molecule of C5H8N2.

Calculated values
Orbital gap in eV: 9.280
HOMO energy in eV: -8.2
Calculated total energy in eV: -8291.5738

Positions of all 15 atoms, in Å:
C: -3.0145 -0.3431 0.4113
C: -0.6937 -0.1920 -0.2737
C: 0.1663 0.7526 -0.5463
N: 1.4854 0.7684 -0.0399
C: 2.2172 -0.3678 -0.1140
N: 3.4967 -0.1661 0.2220
C: -1.7404 -0.9516 -0.1130
H: -3.7955 -1.0862 0.5579
H: -2.8692 0.2340 1.3252
H: -3.3520 0.3540 -0.3605
H: -0.0745 1.4866 -1.3154
H: 1.8929 1.6856 0.1502
H: 4.1301 -0.9426 0.1356
H: 3.9078 0.7282 0.4853
H: -1.7568 -1.9600 -0.5247

---

Across the entries above, energy relative to the best compared isomer or geometry (same formula, charge and spin) takes the values 82.6; 469.2; 407.7; 127.8; 390.8; 532.4; 119.8; 460.5; 423.8; 583.6; 48.4; 126.7; 279.5; 262.4; 163.2; 280.5; 330.2 kJ/mol, respectively.